(1)
Molecular formula: C16H17IN4O4Pt
Method: DFT, ωB97M-V/def2-TZVPD

Each line ends with the natural charge from an NBO analysis.
Cartesian coordinates (Å):
Pt -0.103960 -1.863885 -0.002319  0.9096
O 1.372355 -3.367524 3.328735  -0.5808
C 1.098412 -3.043318 2.203787  0.6617
O -0.091160 -2.611448 1.832837  -0.7324
C 2.169478 -3.045384 1.066572  0.6662
O 3.304032 -3.389218 1.263194  -0.5772
O 1.731772 -2.594972 -0.093540  -0.7466
C 0.585234 0.439144 -5.878870  -0.6388
C 0.404962 -0.097157 -4.490097  0.0486
C 1.303520 -0.988273 -3.922456  -0.2428
C 1.101620 -1.462679 -2.639474  0.0701
N 0.047628 -1.091667 -1.900811  -0.4444
C -0.825142 -0.229370 -2.436120  0.0580
C -0.682622 0.281186 -3.706950  -0.2484
H 1.509157 0.077878 -6.325983  0.2240
H 0.609814 1.529503 -5.869622  0.2300
H -0.246268 0.136071 -6.516928  0.2310
H 2.174417 -1.323019 -4.469899  0.2269
H 1.792799 -2.143742 -2.161278  0.2628
H -1.663711 0.057539 -1.817423  0.2063
H -1.423357 0.975508 -4.081824  0.2222
I -3.082778 -3.417004 -1.078837  0.2287
C -3.125511 -1.680673 0.056547  0.0895
C -4.344878 -1.168027 0.476474  -0.2780
C -4.353520 -0.039785 1.275089  -0.1400
C -3.145908 0.542799 1.631658  -0.2419
C -1.975769 -0.016528 1.167872  0.0603
N -1.963510 -1.109090 0.378527  -0.4897
H -5.259606 -1.661327 0.184588  0.2423
H -5.291933 0.372142 1.621719  0.2289
H -3.103449 1.414634 2.268039  0.2317
H -0.997372 0.380766 1.409307  0.2568
C 2.906225 2.219666 4.230060  -0.3964
N 2.179916 2.650754 3.040431  -0.4676
C 1.363185 3.847576 3.163683  -0.3928
C 1.794056 1.713578 2.181422  0.4400
N 1.458340 0.886873 1.446159  -0.4164
H 3.594539 3.008731 4.531784  0.2028
H 3.475236 1.322941 4.000417  0.2339
H 2.223461 2.004416 5.057470  0.1911
H 1.997697 4.683852 3.456355  0.2063
H 0.576612 3.722420 3.915466  0.1863
H 0.905991 4.076110 2.204239  0.2182

Force components x, y, z for each atom (eV/Å):
Pt 0.0 0.0 0.0
O 0.0 -0.1 0.0
C 0.0 0.3 0.1
O 0.0 -0.1 0.0
C 0.1 0.2 0.1
O 0.0 -0.1 0.0
O 0.1 -0.1 -0.1
C 0.0 0.0 0.0
C 0.0 0.0 0.0
C 0.0 0.0 0.0
C 0.0 0.0 0.0
N 0.1 -0.1 0.1
C -0.1 0.0 0.0
C 0.0 0.0 0.0
H 0.0 0.0 0.0
H 0.0 0.0 0.0
H 0.0 0.0 0.0
H 0.0 0.0 0.0
H 0.0 0.0 0.0
H 0.0 0.0 0.0
H 0.0 0.0 0.0
I 0.0 0.0 -0.1
C 0.0 0.0 0.0
C 0.0 0.0 0.0
C 0.0 0.0 0.0
C 0.0 0.0 0.0
C 0.0 0.0 0.0
N 0.0 0.1 0.1
H 0.0 0.0 0.0
H 0.0 0.0 0.0
H 0.0 0.0 0.0
H 0.0 0.0 0.0
C 0.0 0.0 0.0
N 0.2 0.0 -0.1
C 0.0 0.0 0.0
C -0.2 -0.1 0.1
N -0.1 0.1 -0.1
H 0.0 0.0 0.0
H 0.0 0.0 0.0
H 0.0 0.0 0.0
H 0.0 0.0 0.0
H 0.0 0.0 0.0
H 0.0 0.0 0.0

LUMO: -0.18 eV
HOMO: -8.08 eV
Maximum force: 0.28 eV/Å



(2)
Molecular formula: C21H24MoN2O3S2Se2
Method: DFT, ωB97M-V/def2-TZVPD

Each line ends with the natural charge from an NBO analysis.
Cartesian coordinates (Å):
Mo 0.412929 -1.250280 -0.425065  0.7043
C 0.463439 3.185929 0.285394  -0.7024
C 0.905634 1.795108 -0.032909  0.4603
N 0.007423 0.823061 -0.100040  -0.3734
N -1.301808 1.246745 0.018474  -0.2736
C -2.152966 0.476299 -0.529401  -0.0525
S -1.689024 -1.063069 -1.280286  0.1794
S -3.845856 0.920824 -0.619476  0.3155
C -3.797866 1.574193 -2.351386  -0.5091
C -2.682569 2.551881 -2.566803  -0.0808
C -1.536413 2.164660 -3.252540  -0.1818
C -0.489721 3.060877 -3.438824  -0.2230
C -0.586982 4.352087 -2.941141  -0.2129
C -1.730549 4.744796 -2.254247  -0.1995
C -2.769775 3.847682 -2.063782  -0.1976
C 2.302179 1.541697 -0.310408  -0.2294
C 3.279512 2.508170 0.004457  -0.1160
C 4.589137 2.348963 -0.377975  -0.1985
C 4.968277 1.234403 -1.130349  -0.1034
C 4.044871 0.264394 -1.461412  -0.2649
C 2.738421 0.409988 -1.024640  0.3949
O 1.853325 -0.577693 -1.324318  -0.5802
H -0.547046 3.368573 -0.061905  0.2924
H 1.132866 3.917247 -0.153491  0.2527
H 0.469313 3.307426 1.374248  0.2735
H -4.777418 2.040670 -2.454624  0.2645
H -3.746719 0.730374 -3.036997  0.2362
H -1.475568 1.168830 -3.679292  0.2057
H 0.382975 2.761250 -4.005777  0.2232
H 0.213054 5.060880 -3.111557  0.2298
H -1.820011 5.757238 -1.883036  0.2347
H -3.660532 4.157731 -1.529959  0.2293
H 2.999064 3.382198 0.573325  0.2396
H 5.323372 3.094669 -0.108631  0.2520
H 5.994737 1.122982 -1.452753  0.2508
H 4.315043 -0.610875 -2.035844  0.2537
O 1.222679 -5.223230 3.746752  -0.7349
C -0.165292 -4.986375 3.673111  -0.0497
C -0.401175 -3.940905 2.556748  -0.1338
C -1.892928 -3.623389 2.563707  -0.0686
O -2.209017 -2.890849 1.390531  -0.7510
C 0.482234 -2.744170 2.906221  -0.5716
Se 0.262525 -1.053040 1.927554  0.4506
C 0.015237 -4.653982 1.267047  -0.5184
Se 0.661073 -3.542448 -0.200263  0.5212
H 1.411800 -5.887870 4.418189  0.5053
H -0.562221 -4.591440 4.614156  0.1941
H -0.718319 -5.899096 3.425757  0.1908
H -2.141810 -3.055314 3.465981  0.1908
H -2.453153 -4.563502 2.590709  0.1935
H -3.166129 -2.795960 1.325467  0.5014
H 1.538338 -3.001626 2.860715  0.2707
H 0.263617 -2.425319 3.926924  0.2596
H -0.800079 -5.233778 0.833467  0.2743
H 0.867863 -5.307606 1.450173  0.2823

Force components x, y, z for each atom (eV/Å):
Mo 0.0 -0.1 -0.1
C 0.0 0.0 0.0
C -0.1 0.0 0.0
N 0.0 0.1 0.0
N 0.0 0.0 0.0
C 0.0 -0.1 0.0
S 0.0 0.0 0.0
S 0.0 0.0 0.0
C 0.0 0.0 0.0
C 0.0 0.0 0.0
C 0.0 0.0 0.0
C 0.0 0.0 0.0
C 0.0 0.0 0.0
C 0.0 0.0 0.0
C 0.0 0.0 0.0
C 0.0 0.0 0.0
C 0.0 0.0 0.0
C 0.0 0.0 0.0
C 0.0 0.0 0.0
C 0.0 -0.1 0.0
C 0.0 0.1 0.0
O 0.0 -0.1 0.1
H 0.0 0.0 0.0
H 0.0 0.0 0.0
H 0.0 0.0 0.0
H 0.0 0.0 0.0
H 0.0 0.0 0.0
H 0.0 0.0 0.0
H 0.0 0.0 0.0
H 0.0 0.0 0.0
H 0.0 0.0 0.0
H 0.0 0.0 0.0
H 0.0 0.0 0.0
H 0.0 0.0 0.0
H 0.0 0.0 0.0
H 0.0 0.0 0.0
O 0.0 0.0 0.0
C 0.0 0.0 0.0
C 0.0 0.0 0.0
C 0.0 0.0 0.0
O 0.0 0.0 0.0
C 0.0 0.0 0.0
Se 0.0 0.1 0.0
C -0.1 0.0 0.0
Se 0.0 0.1 -0.1
H 0.0 0.0 0.0
H 0.0 0.0 0.0
H 0.0 0.0 0.0
H 0.0 0.0 0.0
H 0.0 0.0 0.0
H 0.0 0.0 0.0
H 0.0 0.0 0.0
H 0.0 0.0 0.0
H 0.0 0.0 0.0
H 0.0 0.0 0.0

LUMO (spin up / spin down): -9.01 / -9.01 eV
Net charge: +2
HOMO (spin up / spin down): -13.90 / -13.90 eV
Maximum force: 0.17 eV/Å



(3)
Molecular formula: C7H17NO8Zn
Method: DFT, ωB97M-V/def2-TZVPD

Each line ends with the natural charge from an NBO analysis.
Cartesian coordinates (Å):
Zn -7.202822 -20.471702 0.779400  1.7345
O -10.384757 -21.471023 2.702745  -0.6121
C -9.357089 -21.170530 1.932050  0.9598
O -8.667220 -20.196199 2.206758  -0.5668
O -8.975140 -21.768433 0.932487  -0.6146
H -10.781802 -22.242021 2.291019  0.5122
O -7.520887 -19.764674 -2.916330  -0.6044
C -7.241429 -19.892355 -1.650060  0.9666
O -7.835338 -19.262199 -0.751228  -0.6899
O -6.473712 -20.734377 -1.173646  -0.7086
H -6.820432 -20.277588 -3.326076  0.5089
C -5.108706 -17.512007 0.202072  -0.6235
C -5.625586 -17.754469 1.612555  -0.0745
C -6.892959 -16.911380 1.911899  -0.0687
O -7.229020 -17.059721 3.282855  -0.5586
C -8.471543 -16.458493 3.675280  -0.2559
N -5.939437 -19.154486 1.756056  -0.9388
H -4.355167 -18.223906 -0.134808  0.2189
H -4.867067 -16.449465 0.175572  0.2344
H -5.865628 -17.725737 -0.552570  0.2105
H -4.757723 -17.426312 2.184599  0.2049
H -7.656048 -17.324491 1.252261  0.1740
H -6.780282 -15.859192 1.650501  0.1921
H -8.763239 -16.839493 4.653983  0.2021
H -9.280444 -16.761226 3.010349  0.1746
H -8.437727 -15.375828 3.796971  0.1865
H -6.250930 -19.148125 2.716810  0.4079
H -5.007095 -19.517556 1.893968  0.3863
C -6.063394 -23.217898 1.094063  -0.2807
O -6.041109 -21.921790 1.621865  -0.7982
H -5.233495 -23.410058 0.414042  0.1984
H -6.144263 -23.975077 1.873968  0.1982
H -6.943363 -23.390641 0.474458  0.2089
H -5.251404 -21.981406 2.164462  0.5155

Force components x, y, z for each atom (eV/Å):
Zn 0.3 0.9 -0.4
O 0.7 0.1 -0.8
C -1.9 -0.5 1.3
O 1.7 3.0 1.4
O 0.3 -2.0 -2.0
H -0.6 -0.5 0.1
O 0.6 0.4 0.3
C -1.7 0.4 0.9
O -1.9 1.8 0.1
O 2.3 -2.5 -0.1
H 0.1 -0.3 -1.0
C -1.2 0.1 -0.6
C -0.2 2.3 -1.9
C 0.5 -0.4 0.2
O -0.2 0.0 0.0
C -0.1 -0.5 0.2
N 0.8 -0.3 1.8
H 0.8 0.4 0.6
H 0.6 -0.2 -0.6
H -0.5 0.5 0.1
H -0.4 -0.3 1.0
H -0.5 0.0 0.0
H 0.3 0.1 0.0
H 0.4 -0.2 0.0
H 0.0 0.2 -0.3
H 0.3 0.1 -0.5
H -0.8 -0.5 0.7
H 0.3 -0.9 -0.4
C -0.9 -2.2 -1.5
O 0.4 -0.2 0.5
H 0.3 0.1 0.3
H 0.4 0.1 0.1
H -0.2 0.5 0.1
H 0.1 1.0 0.4

LUMO (spin up / spin down): -2.91 / -8.49 eV
Net charge: +1
<S²>: 0.7571
HOMO (spin up / spin down): -12.91 / -12.90 eV
2S+1: 2
Maximum force: 3.66 eV/Å



(4)
Molecular formula: C19H44CeN4O2P2Si
Method: DFT, ωB97M-V/def2-TZVPD

Each line ends with the Löwdin charge.
Cartesian coordinates (Å):
Ce 0.068459 0.096469 0.338584  0.5306
Si 0.190079 -2.352268 -1.534178  0.4680
P 0.543467 1.229448 -2.251621  0.7015
N -1.909454 0.144594 -0.300311  -0.2117
H 0.736098 1.842751 0.841951  -0.1049
C 0.856801 3.023208 -2.160132  -0.2860
H 1.013526 3.421310 -3.172284  0.0405
H 1.739707 3.203685 -1.532436  0.0359
H -0.002751 3.515507 -1.685076  0.0458
C 1.965888 0.611078 -3.200971  -0.2655
H 2.081992 1.234223 -4.097413  0.0446
H 1.805769 -0.440101 -3.474579  0.0339
H 2.870420 0.666617 -2.579860  0.0370
C -0.856842 1.099618 -3.407486  -0.2584
H -0.615059 1.634601 -4.335100  0.0443
H -1.747270 1.534766 -2.937067  0.0464
H -1.071663 0.043185 -3.608305  0.0323
C 1.915484 -3.150179 -1.604332  -0.3824
H 2.270560 -3.314035 -0.575401  0.0001
H 2.608924 -2.476877 -2.127421  -0.0095
H 1.884119 -4.118145 -2.127262  0.0035
H -0.641958 -3.428048 -0.886562  -0.1074
H -0.287949 -2.316773 -2.961421  -0.1081
C -3.237139 0.036951 -0.508679  -0.4118
C -5.513168 0.827444 -0.127444  -0.1292
C -4.150018 0.960756 0.083119  -0.0687
C -3.752535 -1.027115 -1.309359  -0.0470
C -5.120244 -1.136321 -1.532832  -0.1114
C -6.002730 -0.205088 -0.943452  -0.1375
H -6.208868 1.531127 0.347174  0.0939
H -3.739034 1.759502 0.702800  0.0856
H -3.041395 -1.745536 -1.719662  0.0899
H -5.507527 -1.942842 -2.155380  0.0929
H -7.076384 -0.294537 -1.122031  0.0826
C 3.348172 -0.181962 0.735355  -0.4050
O 2.345518 -0.513187 0.049513  -0.1759
C 3.186296 0.484442 2.053887  -0.0151
H 4.125177 0.963208 2.354154  0.0955
H 2.903417 -0.237094 2.835387  0.0909
H 2.403649 1.256971 2.035419  0.0504
C 4.720251 -0.488422 0.280027  0.0048
H 5.288948 0.443258 0.161518  0.1053
H 4.719637 -1.040346 -0.662667  0.0952
H 5.226881 -1.081956 1.050347  0.1044
C 1.607428 -0.108416 5.570036  -0.1025
N 0.930138 -0.886510 4.528497  -0.2979
C 1.295821 -2.305595 4.494658  -0.0927
P -0.428450 -0.481042 3.705690  0.5967
O -0.235877 -1.021207 2.292691  -0.4192
N -1.776461 -1.236289 4.321654  -0.2907
C -2.728452 -1.802281 3.363920  -0.0802
C -1.771640 -1.899668 5.632889  -0.1020
N -0.633750 1.180253 3.642766  -0.2650
C -1.620094 1.712277 2.677359  -0.1188
C -0.811631 1.887190 4.924788  -0.1008
H 2.529762 -0.648571 5.823691  0.0870
H 1.004298 -0.032647 6.491553  0.0825
H 1.893309 0.894117 5.201492  0.0852
H 0.961373 -2.827924 5.406349  0.0831
H 0.860711 -2.795706 3.610095  0.0948
H 2.390256 -2.384069 4.435722  0.0888
H -2.346217 -2.740760 2.923704  0.0992
H -3.659159 -2.032050 3.902881  0.0895
H -2.960941 -1.082240 2.561503  0.0838
H -1.391641 -2.935034 5.562263  0.0827
H -1.171067 -1.326391 6.361776  0.0786
H -2.808352 -1.943448 5.989381  0.0851
H -2.636422 1.316599 2.842781  0.0961
H -1.655257 2.797199 2.837918  0.0958
H -1.341474 1.571529 1.617445  -0.0124
H -1.702820 1.538011 5.473990  0.0939
H 0.079374 1.828211 5.558877  0.0547
H -0.974619 2.938471 4.670719  0.0847

Force components x, y, z for each atom (eV/Å):
Ce -4.0 -2.1 -2.0
Si -0.1 0.7 0.5
P -0.3 -0.2 0.3
N 2.6 0.5 1.0
H 0.6 1.6 0.1
C 0.1 0.2 -0.3
H 0.0 0.2 0.2
H -0.2 0.0 -0.2
H 0.2 -0.1 -0.2
C 0.1 0.1 -0.3
H 0.2 -0.3 0.0
H 0.0 0.3 0.0
H -0.2 0.0 -0.2
C 0.0 0.1 -0.1
H -0.2 -0.1 0.0
H 0.2 -0.1 -0.1
H 0.1 0.2 0.0
C 0.1 -0.4 -0.2
H 0.0 0.0 -0.3
H 0.0 -0.2 0.2
H 0.2 0.2 0.1
H -0.1 -0.1 -0.1
H 0.0 -0.1 0.0
C -0.5 -0.2 -0.2
C -0.2 -0.3 -0.2
C 0.2 -0.5 -0.3
C -0.3 0.4 0.2
C 0.0 0.6 0.5
C -0.1 -0.2 -0.1
H 0.2 -0.3 -0.3
H -0.1 -0.1 -0.2
H -0.2 0.2 0.1
H 0.0 0.2 0.1
H 0.3 0.0 0.1
C -2.1 -0.8 -1.1
O 3.2 0.6 1.2
C 0.2 0.5 0.7
H -0.1 -0.2 0.0
H 0.1 0.0 -0.3
H 0.0 -0.2 -0.2
C 0.5 -0.2 -0.4
H -0.1 -0.1 0.1
H -0.1 0.1 0.2
H 0.0 0.1 -0.1
C 0.1 0.0 0.0
N 0.2 0.5 0.8
C -0.1 -0.3 0.0
P -0.5 -0.6 -1.8
O -0.3 0.3 1.5
N 0.4 0.1 0.6
C -0.3 -0.2 -0.3
C 0.1 0.2 -0.2
N 0.3 -0.1 0.7
C -0.1 0.0 -0.3
C 0.0 0.0 0.1
H -0.2 0.2 -0.1
H 0.3 0.1 -0.2
H -0.2 -0.5 0.2
H 0.1 0.1 -0.3
H 0.1 0.2 0.3
H -0.3 0.0 0.0
H -0.2 0.4 0.0
H 0.2 0.2 -0.2
H 0.2 -0.4 0.2
H -0.1 0.3 0.1
H -0.2 -0.3 -0.3
H 0.3 0.0 0.1
H 0.3 0.0 -0.1
H 0.0 -0.3 -0.2
H -0.4 0.0 0.6
H 0.2 0.0 -0.1
H -0.4 0.0 -0.1
H 0.1 -0.2 0.2

LUMO: 0.01 eV
HOMO: -5.75 eV
Maximum force: 4.92 eV/Å